1.
This record from OMol25 describes the molecule C4H4ClN at a distorted geometry. The level of theory is ωB97M-V/def2-TZVPD.

Structure (ORCA input):
```
! wB97M-V def2-TZVPD RIJCOSX def2/J DEFGRID3
* xyz 0 1
C -1.67 0.03 -0.29
C -0.47 -0.11 0.39
C 0.83 0.43 0.00
C 1.92 -0.58 -0.10
H -1.75 0.79 -1.15
H -0.55 -0.45 1.42
H 0.88 1.01 -0.84
H 1.13 1.15 0.77
N 2.76 -1.43 -0.16
Cl -3.07 -0.85 -0.04
*
```

## Properties
HOMO	-0.3550	Ha
strongest force on any atom	4.92	eV/A
structure (SMILES)	N#CC/C=C/Cl
gap between HOMO and LUMO	0.3781	Eh


2.
This record from OMol25 describes a structure of composition C21H26ClN2O2PdSSi2. The level of theory is ωB97M-V/def2-TZVPD.

Structure (ORCA input):
```
! wB97M-V def2-TZVPD RIJCOSX def2/J DEFGRID3
* xyz 1 1
Pd 0.31 -0.02 -0.68
C 1.12 1.30 2.14
Si -0.50 0.70 1.46
C -1.79 2.04 1.57
C -1.11 -0.92 2.17
C -1.01 -1.25 3.53
C -1.40 -2.50 3.97
C -1.89 -3.44 3.07
C -2.00 -3.13 1.72
C -1.61 -1.87 1.27
Si -1.71 -1.32 -0.51
C -3.36 -0.52 -0.88
C -1.30 -2.60 -1.80
H 0.94 1.62 3.18
H 1.49 2.17 1.60
H 1.89 0.53 2.16
H -2.04 2.16 2.63
H -2.72 1.79 1.05
H -1.43 3.00 1.19
H -0.61 -0.54 4.24
H -1.31 -2.76 5.02
H -2.18 -4.42 3.42
H -2.38 -3.87 1.03
H -4.10 -1.30 -0.67
H -3.47 -0.21 -1.91
H -3.59 0.32 -0.22
H -2.09 -3.35 -1.80
H -0.36 -3.12 -1.62
H -1.26 -2.16 -2.80
Cl 2.54 -2.86 4.04
C 2.72 -2.11 2.49
C 3.88 -1.39 2.20
C 4.03 -0.79 0.96
C 3.02 -0.88 0.01
C 1.87 -1.61 0.32
C 1.71 -2.23 1.55
C 3.19 -0.17 -1.31
O 4.27 0.20 -1.70
O 2.06 0.00 -1.96
H 4.65 -1.31 2.95
H 4.93 -0.24 0.71
H 1.12 -1.83 -0.46
H 0.83 -2.82 1.78
C -1.72 4.10 -3.25
N -0.45 3.43 -3.46
C 0.53 3.79 -4.37
C 1.54 2.91 -4.24
N 1.20 2.03 -3.24
C -0.02 2.35 -2.78
S -0.98 1.62 -1.52
H -1.84 4.85 -4.03
H -1.74 4.58 -2.28
H -2.54 3.38 -3.33
H 0.40 4.63 -5.03
H 2.49 2.84 -4.75
H 1.75 1.22 -2.84
*
```

## Properties
HOMO	-0.4286	Ha
strongest force on any atom	0.33	eV/A
gap between HOMO and LUMO	0.2769	Eh